Record 1
{"formula": "C10H38N2O8", "method": "ωB97M-V/def2-TZVPD", "homo_ev": -9.07, "lumo_energy_ev": -0.04, "orbital_gap_ev": 9.022, "symbols": ["O", "O", "O", "O", "O", "O", "O", "O", "N", "N", "C", "C", "C", "C", "C", "C", "C", "C", "C", "C", "H", "H", "H", "H", "H", "H", "H", "H", "H", "H", "H", "H", "H", "H", "H", "H", "H", "H", "H", "H", "H", "H", "H", "H", "H", "H", "H", "H", "H", "H", "H", "H", "H", "H", "H", "H", "H", "H"], "positions_angstrom": [[-3.5817, 1.7066, 1.8491], [-3.3265, -0.9690, 1.3587], [-0.9862, -0.1831, -2.8471], [-0.2221, -4.6637, -0.3519], [-2.3454, -4.0807, -1.9418], [-1.4357, -1.2828, -0.3559], [1.6651, 1.7677, 2.0119], [1.1670, -2.2915, -1.1120], [0.7060, -0.8744, 2.0936], [1.3223, 2.5816, -3.4787], [-2.3714, 2.2752, 2.1792], [1.4150, 1.1031, -1.4788], [2.5487, 0.7093, 2.4023], [0.8978, 1.3732, -2.9373], [2.4691, -1.6920, 3.5735], [2.3588, 2.8666, 1.3664], [1.7003, -0.4277, 3.0703], [-0.6068, 1.1716, -3.1643], [-2.1993, -0.6621, -3.4755], [-1.5627, 2.3385, 0.8625], [2.7684, -2.3761, 2.7794], [1.3576, 0.5787, -3.5250], [-1.5765, -4.4136, -1.4791], [-1.2833, 1.8755, -2.6795], [1.7940, -2.2053, 4.2582], [-0.6245, -1.7898, -0.3909], [-1.1910, 1.3719, 0.5225], [3.3949, -1.4149, 4.0776], [0.8351, 3.2200, -2.8662], [0.4592, 0.0546, 1.7835], [3.0838, 3.3809, 1.9972], [1.2357, 0.0221, 3.9477], [-3.4472, 0.7966, 1.5744], [0.8978, 1.7036, -0.7304], [-0.8861, 1.2429, -4.2155], [2.8493, 2.5005, 0.4645], [-1.4794, -0.8411, -1.2040], [1.6274, 3.6444, 1.1468], [-2.5328, -1.0578, 0.8311], [1.2086, 0.0924, -1.1267], [3.1184, 0.3953, 1.5277], [2.4851, 1.3030, -1.4250], [0.5164, -5.2375, -0.1481], [-3.0762, -1.2904, 2.2249], [2.2845, 2.7534, -3.2241], [0.7889, -3.1469, -0.9083], [-2.5425, -3.2484, -1.5121], [1.3405, -2.3236, -2.0528], [-1.9470, 1.6800, 2.9876], [-2.5502, 3.2810, 2.5593], [-2.3000, -1.7140, -3.2079], [-2.3112, -0.6053, -4.5582], [-2.0442, 2.8977, 0.0603], [-3.1042, -0.2326, -3.0457], [-0.6399, -4.5007, 0.4937], [3.2775, 1.0846, 3.1207], [1.2713, -1.1981, 1.3217], [-0.6706, 2.9502, 0.9968]], "atomic_forces_ev_per_a": [[-1.995, 0.464, 0.260], [-0.940, 0.118, 0.696], [-0.496, -0.198, -0.323], [0.396, 0.065, 0.062], [-0.442, -0.011, -0.498], [-0.313, -0.424, 0.400], [0.734, 0.559, -0.038], [0.304, 0.331, 0.249], [0.022, 0.828, 0.572], [-0.183, 2.336, 0.000], [0.368, 0.005, -1.371], [-1.166, 0.043, -0.270], [-0.093, -0.009, 0.822], [0.026, -3.633, 1.128], [0.046, 1.199, -0.136], [-0.612, -0.587, 0.486], [1.433, -0.691, -0.419], [-0.752, -0.864, -0.676], [-0.232, -0.383, 0.901], [1.394, 0.867, 0.859], [-0.242, 0.101, -0.246], [-0.009, -0.297, -0.198], [0.211, -0.163, 0.012], [0.207, 0.213, 0.644], [0.212, -0.126, -0.009], [0.509, 0.101, -0.086], [-0.380, -0.150, -0.053], [-0.066, 0.002, 0.308], [-0.125, 1.181, -0.273], [-1.300, 0.071, -0.775], [0.254, -0.440, 0.385], [-0.318, 0.056, -0.118], [-0.041, -0.656, -0.065], [0.029, 0.502, -0.095], [0.652, 0.542, -0.348], [0.016, 0.168, -0.069], [0.301, 0.488, -0.605], [-0.215, -0.346, -0.282], [0.724, -0.215, -0.677], [0.188, -0.195, -0.363], [-0.026, -0.481, -0.238], [0.020, -0.056, -0.076], [0.229, -0.362, -0.026], [-0.051, -0.063, 0.296], [0.372, -0.145, -0.231], [-0.218, -0.638, 0.110], [-0.094, 0.300, 0.241], [-0.027, 0.177, -0.321], [0.847, 0.100, -0.047], [-0.024, 0.050, 0.010], [0.435, -0.113, -0.109], [0.769, 0.408, -0.131], [-0.741, -0.437, 0.113], [0.065, 0.633, 0.135], [-0.285, 0.131, 0.387], [0.152, 0.172, 0.224], [0.030, -0.468, -0.457], [0.442, -0.065, 0.324]]}

Record 2
{"formula": "C5H9NO", "method": "ωB97M-V/def2-TZVPD", "homo_ev": -10.76, "lumo_energy_ev": 0.60, "orbital_gap_ev": 11.355, "symbols": ["O", "N", "C", "C", "C", "C", "C", "H", "H", "H", "H", "H", "H", "H", "H", "H"], "positions_angstrom": [[-0.2476, -1.1332, -0.9859], [-2.8231, 2.5321, 0.5202], [0.9140, 0.3970, 0.4438], [-2.2967, 1.5136, 0.3653], [-0.2838, 0.2041, -0.5027], [1.8828, -0.9174, 0.2517], [-1.6808, 0.2105, 0.1352], [-1.6459, -0.3568, 1.0715], [2.0168, -1.3757, 1.2265], [1.6636, -1.8134, -0.3770], [0.5537, 0.5785, 1.4816], [-2.3139, -0.3554, -0.5558], [-0.2465, 0.9216, -1.3343], [1.4491, 1.3470, 0.2337], [2.8146, -0.5525, -0.1691], [0.2438, -1.2000, -1.8047]], "atomic_forces_ev_per_a": [[-1.082, -0.171, -0.864], [0.583, -0.950, -0.132], [0.375, -0.928, -0.283], [-0.388, 0.990, 0.190], [-0.185, -0.251, -0.242], [0.249, 0.931, 0.693], [-0.070, -0.013, 0.065], [-0.032, 0.122, -0.075], [0.517, 0.248, 0.229], [-0.642, 1.312, 0.414], [0.329, -0.762, -0.476], [-0.052, 0.210, 0.182], [-0.088, -0.150, 0.143], [-0.066, -0.779, -0.234], [0.416, 0.044, 0.474], [0.136, 0.146, -0.085]]}

Record 3
{"formula": "C8H6N3O4", "method": "ωB97M-V/def2-TZVPD", "homo_ev": [-13.26, -12.23], "lumo_energy_ev": [-6.16, -6.11], "charge": 1, "orbital_gap_ev": [7.100, 6.114], "symbols": ["O", "O", "O", "O", "N", "N", "N", "C", "C", "C", "C", "C", "C", "C", "C", "H", "H", "H", "H", "H", "H"], "positions_angstrom": [[2.3805, -2.4197, 0.3235], [4.5548, -1.2779, -1.0055], [2.8764, 2.2432, 0.1485], [6.1637, 0.9569, 0.0171], [5.0320, 0.6737, 0.3223], [4.2322, -0.2407, 0.0606], [2.8874, -0.0966, 0.2542], [2.0135, -1.1920, 0.1259], [-0.4105, 1.4215, -0.0838], [-1.6642, -0.7237, -0.1587], [0.7227, -0.7179, 0.0129], [0.7941, 0.7743, 0.0225], [-0.4868, -1.3836, -0.0080], [2.1690, 1.0665, 0.1483], [-1.5724, 0.6565, -0.2866], [-2.6480, -1.2449, 0.0149], [1.5775, -3.1022, 0.2351], [-2.5026, 1.1853, -0.2209], [-0.4475, -2.4097, -0.0999], [2.3710, 3.1054, -0.2026], [-0.4844, 2.4735, 0.0086]], "atomic_forces_ev_per_a": [[-1.437, -1.965, -0.311], [-0.927, 3.148, 3.341], [-2.160, 0.428, -0.939], [-1.610, -1.314, 0.232], [0.169, 1.508, 0.716], [2.488, -3.814, -4.976], [-0.639, -0.458, 0.471], [0.398, -0.588, 0.703], [-0.953, -0.525, -0.592], [-0.919, 0.048, 0.640], [-0.128, 3.282, -0.181], [0.667, -3.273, -0.001], [0.845, 0.252, -0.695], [0.373, 3.199, -0.281], [-0.296, 1.217, 1.532], [1.205, 0.679, -0.781], [2.439, 2.266, 0.249], [-0.308, 0.412, -0.483], [-0.206, -2.315, 0.370], [1.169, -3.077, 1.086], [-0.171, 0.889, -0.101]]}

Record 4
{"formula": "C4H5NO2", "method": "ωB97M-V/def2-TZVPD", "homo_ev": -8.68, "lumo_energy_ev": -0.01, "orbital_gap_ev": 8.671, "symbols": ["O", "O", "N", "C", "C", "C", "C", "H", "H", "H", "H", "H"], "positions_angstrom": [[0.4781, -1.0298, -0.9533], [-2.3626, 0.7703, -0.1921], [1.7216, -0.1173, 0.7090], [0.5989, 0.8043, 0.5070], [-0.3229, 0.0480, -0.4846], [1.5684, -1.0414, -0.1397], [-1.6404, -0.2797, -0.0655], [0.9980, 1.7365, 0.0949], [-1.3314, 1.1389, -0.7965], [-2.0829, -1.2162, 0.2784], [0.1020, 1.0438, 1.4520], [2.2489, -1.8712, -0.3030]], "atomic_forces_ev_per_a": [[0.074, -0.036, -0.017], [0.300, -0.016, -0.078], [-0.107, -0.361, -0.320], [-0.101, 0.315, 0.026], [-0.089, -0.257, 0.310], [0.221, 0.068, 0.227], [0.155, 0.164, -0.141], [-0.043, -0.109, 0.045], [-0.429, 0.083, 0.110], [0.063, 0.074, -0.054], [0.044, -0.036, -0.137], [-0.088, 0.111, 0.030]]}

Record 5
{"formula": "C4H13N3", "method": "ωB97M-V/def2-TZVPD", "homo_ev": -18.49, "lumo_energy_ev": -6.48, "charge": 2, "orbital_gap_ev": 12.014, "symbols": ["N", "N", "N", "C", "C", "C", "C", "H", "H", "H", "H", "H", "H", "H", "H", "H", "H", "H", "H", "H"], "positions_angstrom": [[0.6150, -0.5931, -3.2070], [0.1529, 0.2098, 1.6467], [-0.0939, 0.1861, 3.9722], [0.3923, -0.0678, -0.7859], [-0.3164, -0.0077, -2.1400], [-0.4253, 0.5586, 2.7735], [-0.5223, 0.3826, 0.3619], [-0.6153, 0.5739, 4.7486], [1.2886, 0.5514, -0.8161], [0.2815, -0.4347, -4.1593], [-0.7746, 1.4234, 0.1767], [-0.6270, 0.9475, -2.5518], [0.6891, -1.1057, -0.6695], [1.5966, -0.2836, -3.1529], [-1.1479, -0.7005, -2.1423], [0.9042, -0.4731, 1.7295], [-1.2740, 1.2333, 2.7027], [-1.4096, -0.2413, 0.3303], [0.7312, -1.6114, -3.0781], [0.5549, -0.5479, 4.2607]], "atomic_forces_ev_per_a": [[0.761, -0.791, 0.431], [0.173, -0.508, 0.555], [0.006, -0.295, 0.892], [-0.071, 0.506, -0.376], [0.499, -0.648, -0.516], [-0.291, 0.276, -0.181], [0.434, -0.395, -0.993], [-0.012, 0.059, -0.059], [0.111, 0.039, 0.092], [-0.071, 0.040, -0.044], [-0.151, 0.123, 0.391], [0.015, 0.254, 0.474], [0.147, -0.234, 0.344], [-0.376, 0.569, -0.033], [-0.430, 0.114, -0.023], [-0.095, 0.181, -0.316], [0.085, 0.061, -0.018], [-0.316, 0.091, 0.125], [-0.446, 0.225, -0.169], [0.029, 0.332, -0.576]]}

Record 6
{"formula": "C2", "method": "ωB97M-V/def2-TZVPD", "homo_ev": -8.30, "lumo_energy_ev": -2.24, "orbital_gap_ev": 6.069, "symbols": ["C", "C"], "positions_angstrom": [[0.0000, 0.0000, -1.2457], [0.0000, 0.0000, 1.2457]], "atomic_forces_ev_per_a": [[0.000, 0.000, 4.877], [0.000, 0.000, -4.877]]}

Listing relative energy (zero: lowest compared OMol25 entry of this formula, charge and spin) for the structures above in their given order: 79.5, 207.7, 481.2, 412.0, 6.0, 635.0 kJ/mol.